{"formula": "C22H37Br4F12N2O23S4Zr", "method": "the ωB97M-V functional and the def2-TZVPD basis", "species": ["Zr", "C", "F", "F", "F", "S", "O", "O", "N", "S", "O", "O", "C", "F", "F", "F", "C", "F", "F", "F", "S", "O", "O", "N", "S", "O", "O", "C", "F", "F", "F", "C", "C", "O", "O", "H", "H", "H", "Br", "C", "C", "Br", "H", "H", "H", "H", "Br", "C", "C", "Br", "H", "H", "H", "H", "C", "C", "C", "O", "C", "O", "O", "H", "H", "H", "H", "H", "H", "C", "C", "C", "O", "C", "O", "O", "H", "H", "H", "H", "H", "H", "C", "C", "C", "O", "C", "O", "O", "H", "H", "H", "H", "H", "H", "O", "H", "H", "O", "H", "H", "O", "H", "H", "O", "H", "H"], "xyz": [[9.269243, 19.424755, 13.063655], [8.734821, 15.784739, 15.212774], [8.421234, 15.565397, 13.940541], [7.715107, 16.173874, 15.933541], [9.230898, 14.685663, 15.741113], [10.178891, 17.056922, 15.311135], [9.743260, 18.148794, 16.112182], [11.240171, 16.335376, 15.873552], [10.367772, 17.736459, 13.662510], [11.426729, 16.681226, 12.962134], [11.361418, 15.328965, 13.363637], [11.338746, 16.867899, 11.537705], [13.166093, 17.313722, 13.331098], [14.005996, 16.572182, 12.636061], [13.270971, 18.596284, 12.913971], [13.463298, 17.249731, 14.605803], [7.660907, 21.045772, 16.637034], [6.761110, 20.308070, 16.030901], [7.117697, 21.843062, 17.505625], [8.557800, 20.317205, 17.230342], [8.529890, 21.939707, 15.162772], [7.595783, 22.105919, 14.109102], [9.116789, 23.109920, 15.687424], [9.717060, 20.724161, 14.652642], [11.144086, 20.996726, 15.433382], [11.165716, 21.167444, 16.840140], [11.892930, 19.834153, 15.001182], [11.919009, 22.525391, 14.602704], [13.188898, 22.184349, 14.355548], [11.298882, 22.862701, 13.494520], [11.938347, 23.497714, 15.481710], [5.317781, 18.364314, 14.103057], [6.706947, 18.783873, 13.841973], [7.741794, 18.423434, 14.502241], [7.033272, 19.622688, 12.915691], [5.204436, 17.335976, 13.752288], [4.614918, 19.016012, 13.585614], [5.051913, 18.401794, 15.158101], [8.747965, 23.571611, 19.306006], [8.160749, 23.331991, 21.158620], [7.658156, 24.579403, 21.878515], [5.997607, 25.133873, 21.077736], [8.965524, 22.875495, 21.733384], [7.366180, 22.594169, 21.078281], [8.465251, 25.307234, 21.882626], [7.500473, 24.229298, 22.897289], [4.962255, 21.293313, 20.021927], [4.531218, 22.493743, 18.534146], [3.759161, 21.753185, 17.465226], [4.072345, 22.732654, 15.802037], [5.371414, 23.106589, 18.236002], [3.894241, 23.178470, 19.092004], [2.694405, 21.751668, 17.671902], [4.077667, 20.722913, 17.354588], [14.276519, 23.533201, 10.628244], [13.511944, 24.699609, 10.036611], [12.628933, 24.287710, 8.854884], [11.285043, 24.632535, 9.284324], [11.322492, 25.165807, 10.511366], [10.375900, 25.657336, 11.087801], [12.561531, 25.179234, 11.012977], [13.598180, 22.850372, 11.138335], [15.123803, 23.892330, 11.208129], [14.766288, 22.915341, 9.865153], [14.246040, 25.481229, 9.850569], [12.612908, 23.202841, 8.772560], [12.796726, 24.788727, 7.909651], [11.848206, 22.467808, 20.954631], [11.273699, 21.071807, 20.964657], [11.890156, 20.124298, 19.898412], [12.053641, 18.920741, 20.620166], [12.223058, 19.205907, 21.930294], [12.710675, 18.509506, 22.729997], [11.834442, 20.476554, 22.168296], [12.919016, 22.563639, 21.099369], [11.343996, 23.073897, 21.710150], [11.591058, 22.930322, 19.994460], [10.185747, 21.020796, 20.912465], [12.848459, 20.553386, 19.606256], [11.159528, 20.067000, 19.103577], [7.228075, 29.673478, 18.043680], [6.462460, 29.336599, 16.795500], [7.319571, 28.805147, 15.627587], [6.818540, 27.475116, 15.399961], [5.824829, 27.170669, 16.251718], [5.147169, 26.231818, 16.308207], [5.635380, 28.208252, 17.112546], [7.799619, 28.795291, 18.359226], [6.574689, 29.822156, 18.904389], [7.861020, 30.549308, 17.910964], [5.797119, 30.111907, 16.415078], [8.381325, 28.776676, 15.858593], [7.203628, 29.345445, 14.690158], [8.958558, 21.264734, 11.681813], [8.543598, 21.187349, 10.809310], [8.935297, 22.259687, 11.880971], [8.547530, 23.782335, 11.984460], [9.116374, 24.528888, 11.692785], [7.796751, 24.192580, 12.447801], [11.284497, 20.235379, 12.383629], [11.464233, 20.420505, 11.447873], [12.154412, 20.153650, 12.823181], [5.394625, 22.603041, 11.922276], [5.588046, 23.128146, 12.708714], [4.513311, 22.885909, 11.652874]], "forces_ev_per_a": [[-2.2713, 1.4835, 1.5755], [1.1671, -0.1601, -0.2232], [-0.4724, 0.1373, 0.0885], [-0.1849, 0.1773, -0.2186], [-0.0933, -0.1564, -0.1046], [-2.2106, 1.6199, 1.9719], [-0.4905, 0.5409, -0.4442], [1.6169, -0.9050, -0.7994], [0.9134, -2.8484, 1.7892], [1.1586, 0.0398, -3.3709], [-0.3817, -0.1809, 1.2139], [-0.3953, 1.2230, 0.0729], [-0.2657, -0.1203, 0.3927], [-0.2062, 0.0863, -0.0581], [0.2052, -0.3573, -0.0466], [0.0424, 0.1267, 0.0038], [0.9571, 0.2614, -1.0720], [-0.9340, -0.4646, 0.2442], [-0.2803, 0.4577, -0.4452], [0.4266, -0.6653, 0.4227], [-1.0954, -0.4908, 0.5281], [-0.3046, -0.7386, -0.5371], [1.4490, 0.3896, 0.4696], [-1.7502, 2.8054, 1.2133], [1.9273, -3.0195, 0.0448], [-0.9537, 1.1625, -0.1455], [0.2803, 0.9566, -0.8426], [0.4986, -0.3288, 1.2895], [-0.3626, -0.0728, -0.4545], [-0.0593, 0.1550, -0.2180], [-0.2765, 0.2782, -0.2201], [-0.3904, 0.0935, -0.0500], [2.1518, 1.1282, -0.1797], [-0.1171, -0.5706, -0.6662], [0.2847, -0.5003, -1.0259], [-0.0545, 0.0073, 0.0391], [0.1991, -0.0706, -0.2278], [0.4016, -0.1554, 0.1052], [0.1197, 0.3274, 0.5188], [-0.3797, -0.3436, 0.1171], [0.8662, -1.3539, -0.4710], [0.1362, 0.4380, 0.1864], [0.2388, 0.1764, -0.2175], [-0.0320, 0.0428, 0.0278], [-0.4958, 0.5554, -0.1366], [-0.3828, 0.3569, 0.0787], [0.3457, -0.1912, -0.2575], [-0.9211, 0.5042, 1.4008], [0.3821, 0.3155, 0.0045], [-0.2246, -0.2958, -0.0701], [0.3421, -0.5389, -0.1644], [-0.2339, 0.1548, -0.4901], [-0.0356, 0.1083, -0.0979], [0.2326, 0.0336, -0.2340], [0.5381, -0.3719, -0.5749], [0.4033, -0.5400, 0.2421], [-0.8533, -0.1303, 0.5837], [0.1010, 0.1748, 0.2223], [-0.3952, 1.1251, 0.2317], [0.6018, -0.9515, -0.4396], [0.0988, 0.0233, -0.2213], [0.1003, 0.1657, 0.4514], [-0.3749, -0.1367, 0.6464], [-0.2351, 0.2959, -0.2920], [-0.4268, 0.3251, -0.3230], [0.2730, 0.0070, -0.4373], [0.2413, -0.0502, -0.0526], [-1.3061, 0.8292, -0.7874], [2.3445, -0.4303, 0.2333], [-0.9562, 1.4886, 1.0094], [0.0541, -0.6271, -0.6242], [-0.2149, 1.4872, -0.9083], [0.4489, -1.3687, 1.1209], [-1.0724, -0.0128, 0.0789], [0.0907, -0.5429, 0.0849], [0.1419, 0.0069, 0.0891], [0.1190, 0.0510, 0.0703], [-0.0210, 0.0678, 0.4666], [0.0859, -0.3584, -0.3717], [0.3514, -0.6260, -0.4717], [0.0378, -0.0726, 0.4835], [-0.1773, -0.5967, -0.2717], [-0.1663, -0.1630, -0.0820], [0.3505, -0.4224, -0.3334], [0.7940, 3.3910, 0.9198], [-0.9917, -2.8971, -0.5704], [-0.0200, 0.0889, -0.1665], [0.3489, 0.1473, -0.3626], [-0.2731, 0.3768, -0.2783], [0.1196, -0.0680, 0.0525], [0.0872, 0.2402, 0.3512], [0.0615, -0.2564, 0.1529], [-0.1491, 0.1556, 0.1002], [0.4131, -1.0535, -0.4574], [-0.2549, 0.0701, 0.2467], [-0.4445, 0.2455, 0.3152], [0.0937, 0.5265, 0.0536], [-0.0858, -0.2073, -0.0183], [0.3679, -0.4987, -0.1998], [0.2595, -0.0752, -0.7670], [-0.1571, 0.0757, 0.1820], [-0.4287, -0.4495, 0.2610], [0.0333, 0.1484, 0.0397], [-0.1053, -0.2117, 0.0097], [0.0616, -0.0090, 0.0029]], "mulliken_charge": [1.452, 0.644, -0.216, -0.145, -0.197, 0.798, -0.415, -0.450, -0.239, 0.978, -0.527, -0.714, 0.667, -0.208, -0.260, -0.173, 0.453, -0.182, 0.134, -0.150, 0.479, -0.137, -0.596, 0.067, 0.625, -0.163, -0.443, 0.528, -0.227, -0.093, -0.174, -1.404, 1.201, -0.423, -0.713, 0.384, 0.397, 0.312, -0.050, -0.499, -0.654, -0.144, 0.275, 0.243, 0.391, 0.419, -0.177, -0.818, -0.377, -0.181, 0.303, 0.492, 0.444, 0.286, -1.233, 0.497, -0.462, -0.334, 0.719, -0.748, -0.317, 0.113, 0.389, 0.403, 0.314, 0.263, 0.289, -1.382, 0.648, 0.072, -0.342, 0.548, -0.514, -0.402, 0.423, 0.301, 0.288, 0.130, 0.238, -0.032, -1.345, 0.451, -0.438, -0.316, 0.660, -0.495, -0.380, 0.309, 0.350, 0.369, 0.282, 0.279, 0.286, -0.205, 0.244, 0.088, -0.421, 0.318, 0.212, -0.168, 0.174, 0.138, -0.594, 0.219, 0.293], "e_lumo_ha": -0.1872, "total_charge": 1, "homo_lumo_gap_ev": 6.69, "homo_ev": -11.785, "multiplicity": 1, "total_energy_ha": -15834.62884}